A 2-piece molecular cluster, C6H18NO overall at a distorted geometry, computed with ωB97M-V/def2-TZVPD.

Each line ends with the Mulliken charge.
Positions of all 26 atoms, in Å:
C -1.33 -2.05 -0.39  -1.27
C -0.74 -0.71 -1.04  -0.47
C 0.71 -0.29 -0.77  0.48
C 1.22 1.11 -1.28  -1.30
C 0.82 -0.26 0.73  -0.20
C 2.01 -1.10 1.24  -1.78
N -1.72 0.42 -0.55  -0.12
H -2.38 -2.04 -0.76  0.45
H -1.42 -1.99 0.71  0.35
H -0.75 -2.92 -0.62  0.37
H -1.02 -0.68 -2.07  0.53
H 1.39 -1.04 -1.14  0.56
H 0.98 0.94 -2.41  0.33
H 2.27 1.51 -1.17  0.36
H 0.72 2.09 -1.00  0.24
H 0.04 -0.57 1.41  0.42
H 0.85 0.78 1.27  0.00
H 2.99 -0.89 1.28  0.47
H 1.99 -2.10 0.74  0.33
H 1.91 -1.46 2.25  0.40
H -2.65 0.11 -0.37  0.35
H -1.67 1.10 -1.23  0.36
H -1.30 0.81 0.28  0.15
H -0.71 2.00 2.43  0.34
H 0.14 2.80 1.28  0.34
O -0.69 2.30 1.51  -0.70

As for the charge: +1. As for the HOMO-LUMO gap: 11.265 eV. The highest occupied orbital energy is -14.28 eV. The total energy comes out at -10043.4018 eV. Its LUMO energy is -3.0 eV. The energy relative to the best compared isomer or geometry (same formula, charge and spin) is 2.4295 eV.